Molecular formula: C25H41AlBBeCl3IN3NaO12S
Method: DFT, ωB97M-V/def2-TZVPD

Computed properties:
**Max |F|**: 5.4 eV/A
**HOMO energy**: -9.73 eV
**Charge**: +1
**Gap between HOMO and LUMO**: 1.54 eV
**Energy**: -4564.45000 hartree

Element x y z (Å)
1 Na 3.754 0.691 2.252
2 H 2.998 -0.382 -2.010
3 H -0.942 -1.345 1.402
4 C 3.130 -2.149 1.496
5 B -0.348 0.029 -0.249
6 O 1.798 -0.661 4.932
7 O -3.605 4.761 5.045
8 H -1.089 2.077 -0.719
9 N -3.524 -1.632 1.316
10 Cl -3.380 0.555 -3.763
11 C 7.097 -1.595 -5.920
12 C -1.384 -0.501 0.839
13 H -2.905 -2.381 1.639
14 H -1.615 2.980 4.873
15 H -0.050 -2.048 -1.024
16 O -8.630 -4.633 -0.170
17 C -5.986 4.763 5.633
18 C 1.875 -1.307 -0.412
19 O -8.898 -4.419 1.913
20 H 0.981 -2.309 1.268
21 Cl -6.370 0.307 -2.148
22 H 5.209 -0.722 -0.805
23 C -2.751 -0.961 0.195
24 H -4.988 6.126 4.277
25 H -3.556 0.842 0.652
26 N -2.579 -1.892 -0.901
27 C 4.309 -1.676 0.885
28 C -1.769 3.453 3.904
29 N -3.454 0.247 -0.166
30 C 7.230 -1.105 -3.495
31 H -2.525 -2.837 -0.522
32 O 5.443 -2.420 -4.499
33 H -1.175 4.358 3.814
34 C 4.270 -1.066 -0.370
35 O -4.248 2.670 3.910
36 Al 6.290 -3.492 -1.665
37 C -6.074 1.029 -3.752
38 C 0.844 2.291 0.369
39 Be -7.986 -6.255 2.591
40 C 5.625 -1.878 1.686
41 H -3.470 -1.900 -1.402
42 C 0.492 -1.087 -1.050
43 H -5.747 4.162 6.511
44 H 6.469 -1.991 0.995
45 I 0.452 1.908 2.467
46 C 8.983 -0.234 -4.917
47 H 0.374 1.611 -1.602
48 H -3.484 -0.956 2.083
49 H -6.824 5.419 5.868
50 H -4.406 0.039 -0.468
51 O -6.951 -1.884 1.542
52 H 8.921 0.060 -2.812
53 H 10.272 0.383 -6.090
54 C -0.116 1.572 -0.610
55 H 0.585 -0.850 -2.125
56 C 1.917 -1.959 0.834
57 C 8.455 -0.368 -3.688
58 H 5.491 -2.746 2.341
59 C 2.344 2.024 0.080
60 H -5.169 -0.759 -4.558
61 H -7.009 0.960 -4.306
62 H 2.675 1.063 0.525
63 H 2.907 2.818 0.611
64 C -4.783 5.577 5.198
65 H 2.585 2.113 -0.986
66 C 6.576 -1.728 -4.696
67 C -8.072 -4.703 0.939
68 H 0.702 3.374 0.232
69 H -6.302 4.077 4.848
70 O 8.832 -0.669 -7.210
71 O -3.643 4.695 2.583
72 C 8.325 -0.835 -6.122
73 H 0.867 -0.574 5.173
74 O -6.870 -5.073 1.151
75 H 3.144 -2.630 2.476
76 H -1.516 2.744 3.092
77 S -3.474 3.863 3.736
78 H 5.747 -0.979 2.320
79 H -4.546 6.313 5.965
80 C -4.982 0.311 -4.507
81 O 10.106 0.432 -5.127
82 Cl 5.974 -5.973 -2.208
83 H 5.245 -2.371 -3.549
84 C 3.045 -0.873 -1.036
85 H 6.636 -2.037 -6.793
86 H -1.665 0.241 1.603
87 H -6.072 -1.637 1.887
88 H -4.923 0.699 -5.523
89 O 6.718 -1.234 -2.370
90 H -5.838 2.081 -3.609